1.
Here is C30H75CrN6O12 as an isolated structure at a distorted geometry from OMol25. Energies are from ωB97M-V/def2-TZVPD.

The geometry in XYZ format:
```
124
Properties=species:S:1:pos:R:3
Cr -2.496 5.329 26.690
C -4.836 4.518 23.457
C -3.956 4.862 24.627
O -4.338 5.582 25.572
O -2.786 4.439 24.800
H -5.590 3.778 23.724
H -4.135 4.247 22.667
H -5.433 5.360 23.108
C 1.123 3.783 27.762
C -0.225 4.350 27.419
O -0.695 5.427 27.852
O -1.074 3.667 26.911
H 1.430 3.143 26.935
H 1.190 3.304 28.739
H 1.789 4.645 27.797
C -4.622 5.725 30.171
C -3.903 5.591 28.862
O -3.796 4.506 28.243
O -3.390 6.546 28.244
H -4.229 5.098 30.971
H -5.688 5.498 30.174
H -4.667 6.764 30.496
C -6.157 1.328 21.432
C -6.500 1.922 20.054
C -6.009 3.410 19.737
O -6.716 4.380 20.563
C -6.314 5.699 20.394
N -5.885 1.042 19.073
H -5.109 1.029 21.470
H -6.860 0.530 21.670
H -6.365 2.111 22.161
H -7.584 1.955 19.946
H -6.223 3.736 18.719
H -4.928 3.546 19.769
H -6.870 6.278 21.131
H -6.465 6.042 19.370
H -5.253 5.773 20.635
H -6.026 0.072 19.314
H -4.877 1.090 19.063
C -4.510 0.753 25.029
C -3.720 -0.502 25.284
C -2.227 -0.235 25.413
O -1.455 -0.079 24.214
C -0.126 0.455 24.419
N -4.197 -0.996 26.582
H -4.836 1.252 25.941
H -5.363 0.537 24.386
H -4.020 1.474 24.374
H -4.040 -1.180 24.494
H -1.737 -1.022 25.986
H -2.130 0.701 25.963
H 0.456 0.508 23.499
H 0.345 -0.256 25.097
H -0.219 1.461 24.828
H -4.065 -0.323 27.324
H -5.177 -1.239 26.605
C -2.078 1.663 21.422
C -2.020 0.350 20.565
C -1.769 0.481 19.080
O -2.759 1.400 18.683
C -2.783 1.701 17.258
N -1.185 -0.647 21.168
H -2.150 1.324 22.455
H -2.958 2.222 21.105
H -1.244 2.363 21.360
H -3.014 -0.075 20.700
H -1.855 -0.506 18.627
H -0.795 0.894 18.817
H -2.918 0.918 16.511
H -1.785 2.029 16.966
H -3.492 2.491 17.012
H -1.335 -0.403 22.137
H -1.577 -1.568 21.031
C -8.536 3.502 23.858
C -9.900 2.761 23.683
C -9.669 1.458 22.895
O -10.770 0.620 22.578
C -11.932 1.190 21.998
N -10.392 2.581 25.032
H -8.102 3.630 22.867
H -7.949 2.946 24.589
H -8.744 4.480 24.293
H -10.564 3.428 23.134
H -8.985 0.845 23.482
H -9.160 1.710 21.965
H -11.649 1.755 21.110
H -12.534 1.870 22.600
H -12.701 0.469 21.723
H -11.049 1.814 25.010
H -9.633 2.137 25.530
C -1.415 9.024 26.738
C -2.207 8.169 25.709
C -2.359 8.795 24.311
O -2.755 7.727 23.470
C -2.969 8.043 22.114
N -1.582 6.870 25.596
H -0.379 9.094 26.406
H -1.348 8.639 27.756
H -1.868 10.012 26.813
H -3.236 8.015 26.036
H -1.386 9.180 24.008
H -3.105 9.589 24.270
H -2.107 8.566 21.700
H -3.808 8.730 22.002
H -3.216 7.093 21.640
H -0.612 7.136 25.501
H -1.849 6.821 24.623
C -9.700 3.654 28.860
C -10.289 4.904 28.103
C -9.295 5.603 27.181
O -8.206 6.127 27.932
C -7.253 6.766 27.141
N -11.406 4.444 27.275
H -10.456 3.112 29.427
H -8.838 3.942 29.461
H -9.244 2.949 28.164
H -10.679 5.508 28.923
H -9.826 6.486 26.826
H -8.986 4.899 26.409
H -6.911 6.029 26.415
H -6.412 7.005 27.792
H -7.642 7.694 26.721
H -11.576 5.218 26.649
H -11.034 3.810 26.583
```

Results
Charge = +1
HOMO (alpha / beta) = -10.27 / -10.27 eV
2S+1 = 5
DFT total energy = -3463.53059 hartree
⟨S²⟩ = 6.0378

Mulliken atomic charge list, values in e, 4 entries: 0.6032 -0.3302 1.8198 -0.9603

=====

2.
Here is a 9-piece molecular cluster, C30H75N3O9 overall at a distorted geometry from OMol25. Energies are from ωB97M-V/def2-TZVPD.

The geometry in XYZ format:
```
117
Properties=species:S:1:pos:R:3
C 9.568 12.100 19.658
C 10.079 12.658 18.312
C 9.168 13.885 18.028
C 11.533 13.116 18.369
C 12.583 11.994 18.534
C 12.481 11.079 17.258
C 11.008 10.598 17.026
C 10.853 10.326 15.512
C 10.729 9.349 17.846
N 10.082 11.733 17.205
O 8.746 11.410 16.809
H 10.272 11.379 20.054
H 9.487 12.935 20.376
H 8.572 11.667 19.655
H 8.143 13.570 18.208
H 9.291 14.693 18.752
H 9.397 14.232 17.033
H 11.786 13.573 17.381
H 11.721 13.779 19.196
H 13.528 12.450 18.617
H 12.399 11.466 19.510
H 13.077 10.197 17.346
H 12.872 11.657 16.399
H 11.344 9.383 15.196
H 11.362 11.061 14.918
H 9.784 10.300 15.178
H 11.275 8.529 17.375
H 9.654 9.018 17.651
H 10.895 9.449 18.909
H 8.476 10.792 17.555
C 13.502 8.849 12.886
C 12.404 8.337 11.962
C 11.626 7.161 12.640
C 11.321 9.443 11.713
C 12.003 10.591 10.896
C 12.470 10.008 9.579
C 13.440 8.878 9.735
C 13.480 8.148 8.429
C 14.908 9.405 10.139
N 12.856 7.882 10.677
O 13.944 6.892 10.897
H 14.088 9.691 12.454
H 13.200 9.337 13.825
H 14.224 8.092 13.095
H 11.156 7.528 13.604
H 10.773 6.870 12.074
H 12.222 6.332 12.878
H 10.574 8.968 11.079
H 10.887 9.763 12.654
H 11.244 11.366 10.638
H 12.824 11.123 11.448
H 12.900 10.889 8.990
H 11.613 9.575 9.040
H 12.643 7.553 8.213
H 14.415 7.556 8.366
H 13.551 8.913 7.657
H 15.382 8.666 10.757
H 14.846 10.277 10.808
H 15.576 9.717 9.303
H 13.674 6.201 10.242
C 14.071 16.071 16.078
C 14.496 17.002 17.147
C 13.689 18.384 17.037
C 14.231 16.221 18.517
C 14.874 16.863 19.725
C 16.392 16.859 19.481
C 16.849 17.503 18.181
C 16.831 19.035 18.344
C 18.201 16.949 17.796
N 15.998 17.142 17.057
O 16.331 17.828 15.898
H 14.038 16.569 15.059
H 14.884 15.325 15.977
H 13.120 15.616 16.094
H 13.660 18.873 16.038
H 12.654 18.179 17.264
H 14.153 19.085 17.865
H 13.176 16.260 18.587
H 14.561 15.221 18.349
H 14.529 17.963 19.793
H 14.598 16.320 20.634
H 16.722 15.808 19.483
H 16.936 17.394 20.256
H 17.696 19.446 18.838
H 15.914 19.349 18.816
H 16.948 19.447 17.300
H 18.478 17.415 16.799
H 18.317 15.851 17.750
H 18.922 17.310 18.547
H 16.715 17.078 15.367
C 18.466 17.667 11.171
O 18.896 16.745 12.171
H 17.427 17.484 10.907
H 18.563 18.699 11.483
H 19.108 17.497 10.256
H 18.235 16.637 12.844
C 16.987 12.623 20.737
O 16.573 12.586 19.310
H 18.024 12.938 20.974
H 16.242 13.267 21.176
H 16.819 11.633 21.154
H 16.780 11.723 19.037
C 16.001 11.456 14.597
O 17.132 11.436 15.432
H 16.061 12.177 13.769
H 15.911 10.453 14.164
H 15.141 11.739 15.175
H 17.136 12.225 15.969
O 17.299 13.909 16.940
H 16.731 14.566 16.515
H 16.908 13.763 17.819
O 18.237 15.654 14.842
H 18.544 14.946 14.202
H 18.849 15.696 15.568
O 18.926 13.103 13.928
H 19.064 13.000 12.992
H 18.264 12.507 14.372
```

Results
Charge = 0
ΔE to the lowest compared entry with this formula, charge and spin = 505.10 kJ/mol
HOMO = -8.18 eV
DFT total energy = -2029.23778 hartree
SMILES = CC1(C)CCCC(C)(C)N1O.CC1(C)CCCC(C)(C)N1O.CC1(C)CCCC(C)(C)N1O.CO.CO.CO.O.O.O

Mulliken atomic charge list, values in e, 4 entries: -1.8220 1.9438 -2.0731 -1.1483

=====

3.
Here is a 7-piece molecular cluster, C30H77N3O10 overall at a distorted geometry from OMol25. Energies are from ωB97M-V/def2-TZVPD.

The geometry in XYZ format:
```
120
Properties=species:S:1:pos:R:3
C 2.815 7.644 -7.217
O 2.906 7.220 -5.817
C 1.757 7.717 -5.048
C 1.686 6.982 -3.804
N 2.846 7.300 -2.949
C 2.633 7.018 -1.502
C 4.021 7.365 -0.769
O 4.933 6.296 -0.924
C 6.026 6.410 0.034
H 3.637 7.220 -7.794
H 3.096 8.687 -7.359
H 1.889 7.498 -7.773
H 0.747 7.664 -5.454
H 1.774 8.778 -4.802
H 1.612 5.919 -4.032
H 0.791 7.337 -3.293
H 3.742 6.994 -3.299
H 2.438 5.952 -1.387
H 1.851 7.648 -1.079
H 3.699 7.425 0.270
H 4.467 8.264 -1.195
H 6.677 5.641 -0.381
H 5.789 6.147 1.065
H 6.552 7.364 -0.004
C -6.252 -3.091 -2.270
O -7.441 -3.342 -1.543
C -7.499 -2.972 -0.107
C -8.573 -3.973 0.608
N -9.971 -3.771 0.196
C -10.765 -4.684 0.990
C -12.233 -4.676 0.455
O -12.860 -5.954 0.631
C -14.264 -5.967 0.730
H -5.523 -2.352 -1.937
H -6.598 -2.795 -3.260
H -5.753 -4.054 -2.370
H -7.610 -1.919 0.150
H -6.462 -3.189 0.151
H -8.385 -3.932 1.681
H -8.247 -4.991 0.395
H -10.249 -3.771 -0.775
H -10.763 -4.481 2.061
H -10.469 -5.729 1.083
H -12.394 -4.464 -0.601
H -12.806 -3.877 0.925
H -14.792 -5.792 -0.207
H -14.461 -5.225 1.504
H -14.677 -6.910 1.088
C 8.816 -3.241 -2.980
O 7.915 -2.226 -3.322
C 7.308 -1.499 -2.232
C 6.917 -0.065 -2.695
N 5.696 -0.283 -3.542
C 5.135 1.060 -3.854
C 5.886 1.723 -5.058
O 6.280 0.762 -6.156
C 5.327 0.107 -6.908
H 9.819 -2.814 -2.989
H 8.630 -4.136 -3.574
H 8.655 -3.641 -1.979
H 8.017 -1.565 -1.407
H 6.405 -1.992 -1.871
H 7.864 0.335 -3.057
H 6.760 0.596 -1.842
H 6.008 -0.645 -4.432
H 5.090 1.751 -3.012
H 4.100 0.774 -4.043
H 6.815 2.169 -4.703
H 5.278 2.534 -5.458
H 4.370 0.597 -6.730
H 5.121 -0.919 -6.602
H 5.460 0.064 -7.989
C 1.277 -6.757 -0.067
C 1.251 -6.417 1.400
C 2.706 -6.432 1.954
O 0.594 -5.201 1.610
H 2.247 -6.680 -0.558
H 0.797 -5.920 -0.575
H 0.808 -7.718 -0.280
H 0.818 -7.138 2.093
H 3.297 -5.583 1.613
H 3.249 -7.374 1.880
H 2.634 -6.375 3.040
H 0.894 -4.531 0.991
C -1.110 -5.794 7.161
C -1.905 -4.499 6.948
C -1.062 -3.170 6.869
O -2.661 -4.415 5.740
H -0.609 -5.830 8.128
H -0.458 -5.851 6.289
H -1.790 -6.645 7.204
H -2.551 -4.308 7.805
H -0.598 -2.819 7.791
H -1.711 -2.342 6.585
H -0.318 -3.219 6.074
H -2.134 -4.209 4.965
C -2.041 4.355 5.539
C -1.229 5.500 4.929
C -1.385 6.885 5.559
O 0.078 5.171 5.026
H -2.946 4.260 4.939
H -2.546 4.702 6.441
H -1.564 3.390 5.712
H -1.415 5.599 3.860
H -0.883 7.035 6.515
H -2.421 7.220 5.529
H -0.974 7.673 4.927
H 0.304 4.391 4.515
C -0.029 0.360 1.175
C 1.399 0.292 0.635
C 2.450 0.414 1.720
O 1.549 -0.942 -0.061
H -0.770 -0.041 0.483
H -0.300 1.358 1.520
H -0.124 -0.234 2.084
H 1.546 1.205 0.058
H 2.221 -0.188 2.600
H 2.496 1.449 2.059
H 3.454 0.284 1.317
H 2.457 -0.936 -0.372
```

Results
Charge = 0
ΔE to the lowest compared entry with this formula, charge and spin = 642.20 kJ/mol
HOMO = -8.54 eV
DFT total energy = -2105.51850 hartree
SMILES = COCCNCCOC.COCCNCCOC.COCCNCCOC.CC(C)O.CC(C)O.CC(C)O.CC(C)O

Mulliken atomic charge list, values in e, 4 entries: -0.8364 -0.2735 -0.5655 -0.6587

=====

4.
Here is a 6-piece molecular cluster, C30H77N5O11 overall at a distorted geometry from OMol25. Energies are from ωB97M-V/def2-TZVPD.

The geometry in XYZ format:
```
123
Properties=species:S:1:pos:R:3
C 8.722 5.284 -22.619
O 9.552 4.231 -22.186
C 9.815 4.304 -20.794
C 10.740 3.156 -20.478
N 11.150 3.141 -19.092
C 11.956 1.992 -18.761
C 12.091 1.764 -17.297
O 10.793 1.673 -16.717
C 10.782 0.976 -15.490
H 9.265 6.243 -22.591
H 7.858 5.428 -21.957
H 8.407 5.069 -23.635
H 8.878 4.182 -20.236
H 10.284 5.279 -20.620
H 11.631 3.218 -21.110
H 10.231 2.224 -20.779
H 10.356 3.221 -18.468
H 12.980 2.194 -19.117
H 11.666 1.069 -19.288
H 12.619 2.599 -16.821
H 12.620 0.820 -17.132
H 10.859 -0.110 -15.636
H 9.817 1.224 -15.051
H 11.616 1.236 -14.826
C 11.433 1.150 -9.369
O 10.844 0.535 -10.477
C 9.629 1.180 -10.870
C 9.131 0.401 -12.086
N 7.768 0.832 -12.375
C 6.691 0.354 -11.542
C 6.216 -1.087 -11.760
O 5.486 -1.356 -12.946
C 6.293 -1.500 -14.113
H 10.796 1.089 -8.470
H 11.557 2.232 -9.538
H 12.399 0.717 -9.130
H 9.867 2.185 -11.221
H 8.935 1.049 -10.040
H 9.234 -0.670 -11.881
H 9.669 0.764 -12.958
H 7.510 0.853 -13.345
H 5.846 1.044 -11.606
H 6.993 0.342 -10.490
H 5.502 -1.267 -10.951
H 7.055 -1.790 -11.683
H 6.549 -0.522 -14.520
H 5.653 -2.001 -14.842
H 7.143 -2.162 -13.923
C 3.396 -0.642 -20.847
O 4.555 -0.280 -20.184
C 4.809 -0.983 -18.974
C 5.055 -2.462 -19.191
N 6.360 -2.725 -19.789
C 7.342 -3.482 -19.040
C 7.626 -2.900 -17.668
O 8.611 -3.583 -16.903
C 8.277 -4.890 -16.548
H 3.270 0.008 -21.714
H 2.493 -0.481 -20.231
H 3.315 -1.669 -21.221
H 3.989 -0.796 -18.267
H 5.719 -0.535 -18.573
H 4.287 -2.872 -19.854
H 4.932 -3.034 -18.268
H 6.733 -1.876 -20.189
H 8.271 -3.487 -19.615
H 7.025 -4.525 -18.946
H 6.709 -2.866 -17.056
H 7.935 -1.854 -17.723
H 8.795 -5.203 -15.637
H 8.486 -5.632 -17.323
H 7.220 -5.008 -16.263
C 14.310 -6.738 -24.683
O 12.919 -6.678 -24.501
C 12.468 -7.494 -23.422
C 10.950 -7.401 -23.405
N 10.372 -6.065 -23.323
C 10.928 -5.191 -22.310
C 10.417 -5.543 -20.953
O 10.702 -4.540 -20.002
C 11.298 -5.048 -18.812
H 14.630 -5.807 -25.159
H 14.596 -7.546 -25.368
H 14.882 -6.830 -23.754
H 12.894 -7.048 -22.519
H 12.731 -8.540 -23.605
H 10.559 -8.045 -22.609
H 10.566 -7.858 -24.321
H 10.521 -5.623 -24.221
H 10.587 -4.180 -22.552
H 12.024 -5.118 -22.332
H 10.712 -6.556 -20.641
H 9.319 -5.651 -20.977
H 10.704 -5.917 -18.499
H 11.249 -4.345 -17.985
H 12.325 -5.337 -19.046
C 18.331 -6.263 -14.022
O 17.258 -5.864 -13.204
C 17.653 -5.552 -11.891
C 16.435 -5.026 -11.152
N 15.359 -6.002 -11.197
C 14.056 -5.575 -10.727
C 13.455 -4.400 -11.466
O 12.149 -4.175 -10.949
C 11.315 -3.505 -11.864
H 18.997 -6.990 -13.552
H 18.914 -5.399 -14.371
H 17.898 -6.689 -14.929
H 18.373 -4.724 -11.921
H 18.033 -6.434 -11.368
H 16.150 -4.055 -11.577
H 16.693 -4.893 -10.096
H 15.296 -6.450 -12.099
H 14.021 -5.463 -9.641
H 13.417 -6.453 -10.880
H 13.437 -4.575 -12.547
H 14.024 -3.475 -11.297
H 10.272 -3.573 -11.544
H 11.375 -3.843 -12.899
H 11.547 -2.430 -11.795
O 10.273 -2.551 -15.028
H 9.874 -3.143 -15.683
H 9.520 -2.169 -14.568
```

Results
Charge = 0
ΔE to the lowest compared entry with this formula, charge and spin = 104.03 kJ/mol
HOMO = -8.40 eV
DFT total energy = -2290.35974 hartree
SMILES = COCCNCCOC.COCCNCCOC.COCCNCCOC.COCCNCCOC.COCCNCCOC.O

Mulliken atomic charge list, values in e, 4 entries: -0.7101 -0.2922 -0.4174 -0.6149

=====

Q: Which of these has the lowest DFT total energy?
A: C30H75CrN6O12

=====

Q: Which value of DFT total energy does entry 4 give?
A: -2290.35974 hartree

=====

Q: The highest charge belongs to which entry?
A: C30H75CrN6O12